(1)
{"formula": "C21H14CdClF4N4O5", "method": "ωB97M-V/def2-TZVPD", "e_tot_ha": -2430.970151, "charge": -1, "spin_multiplicity": 1, "gap_ev": 4.4, "homo_energy_ha": -0.13639, "e_above_lowest_kcal_mol": 15.0, "lumo_energy_ev": 0.7, "max_force_ev_per_a": 0.46, "species": ["Cd", "C", "C", "C", "C", "C", "H", "H", "H", "H", "H", "O", "Cl", "O", "O", "O", "C", "C", "C", "C", "O", "H", "H", "H", "H", "H", "H", "H", "H", "H", "F", "C", "C", "F", "C", "C", "C", "F", "C", "C", "C", "N", "C", "N", "F", "C", "C", "N", "C", "N"], "xyz": [[-0.41914, -0.42189, -0.20730], [2.29391, 1.54249, 0.81892], [2.94224, 0.70936, 0.00843], [2.21988, 0.62483, -1.27495], [1.13458, 1.41535, -1.24309], [1.07088, 2.08673, 0.11738], [2.51069, 1.75555, 1.85457], [3.82494, 0.13513, 0.24528], [2.54282, 0.03172, -2.12007], [0.45252, 1.61645, -2.05831], [1.12483, 3.17408, 0.01334], [0.99424, -1.17474, 3.22384], [0.25717, -1.87299, 2.22674], [0.09810, -3.24298, 2.53078], [-1.02670, -1.22172, 1.98959], [0.98213, -1.73867, 0.92353], [-0.70511, 3.80212, 1.85635], [-1.19971, 2.64088, 1.00593], [-2.25433, 1.84510, 1.74994], [-1.69989, 3.10536, -0.35198], [-0.09425, 1.68494, 0.84109], [-1.55122, 4.43402, 2.12744], [0.01433, 4.42921, 1.32579], [-0.24786, 3.42709, 2.77255], [-3.14171, 2.45381, 1.92016], [-1.86442, 1.49522, 2.70549], [-2.57768, 0.97813, 1.17315], [-2.55772, 3.76355, -0.21076], [-2.02599, 2.25990, -0.95925], [-0.93602, 3.66926, -0.89312], [-6.87814, -2.10621, -0.63543], [-5.85972, -2.98229, -0.54935], [-6.14559, -4.32641, -0.62033], [-7.43795, -4.66588, -0.76504], [-5.16126, -5.33378, -0.58802], [-3.85536, -4.82052, -0.45365], [-3.58450, -3.47600, -0.37033], [-2.29108, -3.09487, -0.20991], [-4.56536, -2.49374, -0.42368], [-4.23269, -1.05940, -0.39125], [-3.10270, -0.61400, -0.97480], [-2.10709, -0.23410, -1.51350], [-5.01430, -0.06721, 0.26264], [-5.60167, 0.78607, 0.77203], [-2.81210, -5.66421, -0.37050], [-5.45454, -6.73318, -0.67736], [-6.77250, -7.25399, -0.64878], [-7.82005, -7.74470, -0.62564], [-4.45158, -7.72377, -0.82234], [-3.68073, -8.57481, -0.96572]], "forces_ev_per_angstrom": [[-0.361, -0.247, 0.141], [-0.068, -0.006, -0.039], [0.119, -0.055, 0.107], [-0.006, -0.033, -0.127], [0.036, 0.046, -0.001], [0.021, 0.051, 0.031], [0.010, 0.019, -0.014], [-0.007, 0.013, -0.001], [-0.004, -0.004, 0.010], [-0.025, 0.017, 0.023], [-0.024, 0.004, 0.018], [0.025, 0.061, 0.000], [0.114, -0.142, 0.345], [-0.012, -0.016, -0.015], [-0.176, 0.131, -0.043], [0.103, 0.133, -0.416], [0.005, -0.010, -0.001], [0.023, 0.043, 0.059], [-0.005, -0.029, -0.016], [-0.018, 0.000, -0.002], [-0.004, -0.022, -0.067], [0.004, 0.003, -0.012], [0.002, -0.008, 0.019], [-0.008, 0.009, -0.003], [0.012, 0.019, 0.002], [-0.010, -0.011, -0.009], [-0.005, -0.009, 0.012], [0.004, 0.001, -0.005], [0.009, 0.008, -0.004], [-0.009, -0.009, -0.005], [0.013, -0.025, -0.001], [-0.001, 0.060, -0.046], [-0.018, -0.024, -0.021], [-0.007, 0.004, 0.006], [0.012, -0.036, 0.021], [-0.015, -0.085, -0.007], [0.061, 0.042, 0.065], [0.006, -0.053, -0.028], [-0.010, -0.001, 0.032], [-0.006, 0.098, -0.023], [0.006, 0.021, -0.188], [0.184, -0.035, 0.203], [-0.016, 0.017, -0.010], [0.032, -0.027, 0.018], [-0.002, 0.040, 0.005], [-0.010, -0.022, 0.013], [0.005, 0.015, -0.017], [0.028, 0.019, 0.015], [0.019, 0.009, -0.041], [-0.029, 0.028, 0.019]], "lowdin_charge": [1.46, -0.01, -0.07, -0.07, -0.11, -0.34, 0.12, 0.11, 0.11, 0.11, 0.15, -0.30, 0.67, -0.27, -0.42, -0.47, -0.02, -0.59, -0.02, -0.02, -0.19, 0.10, 0.08, 0.10, 0.10, 0.10, 0.05, 0.10, 0.06, 0.08, 0.09, -0.17, -0.16, 0.09, -0.07, -0.16, -0.16, 0.05, -0.08, -0.19, -0.27, -0.01, -0.23, 0.13, 0.09, -0.22, -0.27, 0.10, -0.27, 0.10]}

=====

(2)
{"formula": "C21H14N2O2PReSe", "method": "ωB97M-V/def2-TZVPD", "e_tot_ha": -3889.427869, "charge": 1, "spin_multiplicity": 4, "gap_ev": [6.7, 6.7], "homo_energy_ha": [-0.44434, -0.45811], "e_above_lowest_kcal_mol": 4.2, "lumo_energy_ev": [-5.4, -5.8], "max_force_ev_per_a": 0.38, "species": ["Re", "O", "C", "O", "C", "C", "C", "C", "C", "C", "P", "C", "C", "C", "C", "C", "C", "C", "C", "C", "C", "C", "C", "H", "H", "H", "H", "H", "H", "H", "H", "H", "H", "H", "H", "H", "H", "N", "C", "Se", "C", "N"], "xyz": [[-0.18986, 0.28079, 0.00159], [-4.20235, 0.84429, -0.08290], [-3.27595, 0.16322, 0.20412], [-2.00702, 0.72269, 0.16406], [-3.37379, -1.28953, 0.55896], [-4.60358, -1.87323, 0.27639], [-4.82286, -3.21846, 0.52719], [-3.81238, -3.99775, 1.06470], [-2.58347, -3.42637, 1.36493], [-2.35467, -2.07419, 1.12301], [-0.79018, -1.36002, 1.68885], [-1.07565, -0.73208, 3.34871], [-0.64705, 0.53145, 3.74320], [-0.88989, 0.96242, 5.03881], [-1.55004, 0.13640, 5.93526], [-1.97607, -1.12735, 5.54276], [-1.74606, -1.56310, 4.25011], [0.45984, -2.64160, 1.71421], [1.29517, -2.78563, 2.81710], [2.32162, -3.71783, 2.77457], [2.51118, -4.49247, 1.64033], [1.67984, -4.34340, 0.53594], [0.65414, -3.41570, 0.56755], [-5.37963, -1.25403, -0.15152], [-5.78344, -3.65805, 0.29584], [-3.97708, -5.04974, 1.25462], [-1.79597, -4.03555, 1.78981], [-0.11209, 1.17722, 3.05935], [-0.55881, 1.94525, 5.34489], [-1.73636, 0.47802, 6.94452], [-2.49184, -1.77095, 6.24219], [-2.09221, -2.54333, 3.94718], [1.15317, -2.16985, 3.69563], [2.97568, -3.83475, 3.62762], [3.31311, -5.21795, 1.61267], [1.83267, -4.95020, -0.34610], [-0.00110, -3.30495, -0.29056], [2.42582, 0.46921, 1.81928], [1.49952, 0.42293, 1.12770], [2.64843, 0.70782, -3.80952], [1.56212, 0.60953, -2.52627], [0.77315, 0.55941, -1.60884]], "forces_ev_per_angstrom": [[-0.073, 0.355, -0.122], [-0.010, 0.017, 0.026], [0.061, -0.028, 0.079], [-0.120, 0.022, 0.012], [0.007, -0.012, 0.002], [0.006, 0.009, -0.017], [-0.022, -0.024, -0.005], [0.018, 0.012, -0.002], [-0.029, 0.021, -0.012], [0.057, -0.027, 0.000], [0.042, -0.194, 0.043], [-0.021, -0.003, -0.023], [0.024, 0.016, -0.016], [0.007, 0.028, 0.012], [0.004, -0.009, -0.020], [0.009, 0.012, -0.008], [-0.007, 0.022, 0.016], [-0.075, -0.071, 0.024], [0.001, -0.006, -0.013], [-0.004, 0.006, 0.004], [0.009, -0.010, -0.003], [-0.007, 0.007, -0.008], [0.018, 0.003, 0.002], [-0.003, -0.007, 0.004], [0.000, 0.008, -0.003], [0.010, 0.000, 0.005], [-0.018, -0.012, 0.005], [-0.018, -0.007, 0.015], [0.000, -0.003, 0.004], [0.000, -0.003, 0.001], [-0.002, 0.004, 0.002], [0.002, -0.006, -0.010], [0.010, -0.005, 0.007], [-0.002, 0.004, 0.002], [0.002, 0.003, 0.001], [-0.001, 0.001, -0.001], [0.011, -0.006, 0.001], [-0.017, 0.046, 0.012], [-0.031, -0.041, -0.053], [0.046, -0.006, -0.090], [-0.039, -0.014, 0.109], [0.154, -0.103, 0.017]], "mulliken_spin": [2.83, 0.00, -0.01, 0.03, -0.04, 0.00, 0.00, 0.00, 0.01, 0.00, 0.02, 0.01, -0.02, 0.00, 0.00, 0.00, 0.01, -0.02, 0.00, 0.00, 0.00, 0.00, 0.00, 0.00, 0.00, 0.00, 0.00, -0.01, 0.00, 0.00, 0.00, 0.00, 0.00, 0.00, 0.00, 0.00, -0.01, 0.23, -0.18, 0.14, 0.02, -0.05]}

=====

(3)
{"formula": "C21H15AsBF5N6O6STi", "method": "ωB97M-V/def2-TZVPD", "e_tot_ha": -5596.965791, "charge": -2, "spin_multiplicity": 3, "gap_ev": [3.1, 7.0], "homo_energy_ha": [0.05152, -0.09365], "e_above_lowest_kcal_mol": 72.6, "lumo_energy_ev": [4.5, 4.5], "max_force_ev_per_a": 3.97, "species": ["Ti", "C", "C", "N", "N", "C", "B", "N", "C", "C", "C", "N", "N", "C", "C", "C", "N", "H", "H", "H", "H", "H", "H", "H", "H", "H", "H", "O", "As", "O", "O", "C", "C", "C", "C", "C", "C", "S", "O", "O", "O", "H", "H", "H", "H", "H", "F", "C", "C", "C", "F", "C", "F", "C", "F", "C", "F"], "xyz": [[-0.62590, -0.02930, -0.43910], [-1.21350, 3.23840, 2.09710], [-0.88240, 2.64620, 0.87870], [-0.51420, 1.37620, 1.06620], [-0.58200, 1.14030, 2.38770], [-1.00420, 2.24720, 3.03130], [0.03080, -0.11780, 2.99820], [-0.60150, -1.32140, 2.30520], [-1.17430, -2.39960, 2.87730], [-1.38530, -3.34400, 1.89660], [-0.90020, -2.75060, 0.73100], [-0.44410, -1.52560, 0.98690], [1.53810, -0.10450, 2.67420], [2.58650, -0.05840, 3.51950], [3.74040, -0.00050, 2.76720], [3.27850, -0.02100, 1.44480], [1.96060, -0.08500, 1.41300], [-1.57810, 4.23550, 2.25560], [-0.86060, 3.09910, -0.10040], [-1.13430, 2.25660, 4.09720], [-0.13750, -0.15330, 4.17660], [-1.39850, -2.41080, 3.92790], [-1.83340, -4.31410, 1.99550], [-0.87110, -3.16450, -0.25700], [2.44720, -0.07830, 4.58390], [4.75670, 0.05810, 3.11310], [3.84700, 0.00570, 0.53300], [-3.02320, 3.16540, -2.41060], [-2.94180, 1.54960, -1.45210], [-3.68030, 2.09520, -0.11290], [-1.30630, 1.27130, -1.56460], [-3.85120, 0.52550, -2.80200], [-4.49170, 1.07210, -3.90230], [-4.87600, 0.27010, -4.96380], [-4.54970, -1.11160, -4.95570], [-3.89260, -1.65530, -3.87700], [-3.56490, -0.85590, -2.79040], [-2.60630, -1.47490, -1.46530], [-2.79380, -0.60080, -0.28600], [-3.05600, -2.83760, -1.24050], [-1.17650, -1.40820, -1.84530], [-2.82430, 3.81450, -1.73220], [-4.67380, 2.13990, -3.90510], [-5.39800, 0.69340, -5.81290], [-4.80190, -1.72250, -5.81040], [-3.61170, -2.69790, -3.84070], [1.30680, 2.42170, -1.34040], [1.81200, 1.22390, -1.75710], [1.22000, 0.06590, -1.23430], [1.83980, -1.11790, -1.65940], [1.36300, -2.29160, -1.14890], [2.91280, -1.17530, -2.51970], [3.47920, -2.36180, -2.88630], [3.45200, 0.01570, -3.02300], [4.50190, -0.01320, -3.89810], [2.88240, 1.23250, -2.62640], [3.42020, 2.39230, -3.10280]], "forces_ev_per_angstrom": [[1.370, -1.079, 1.856], [0.085, -0.039, 0.118], [0.270, 0.206, 0.262], [-0.238, 1.286, 0.706], [-0.215, 0.646, 0.427], [-0.016, 0.108, -0.125], [0.120, 0.036, -0.715], [-0.122, -0.482, 0.425], [-0.009, -0.072, -0.060], [0.019, 0.007, 0.171], [0.285, -0.418, 0.388], [-0.104, -1.242, 0.670], [0.429, -0.082, 0.538], [0.111, 0.009, 0.194], [0.092, 0.006, 0.198], [-0.051, -0.014, 0.116], [0.158, 0.027, -0.205], [-0.034, 0.104, 0.065], [-0.035, -0.254, 0.086], [0.063, -0.090, 0.149], [-0.112, -0.012, 0.360], [0.068, 0.023, 0.135], [-0.067, -0.114, 0.039], [0.079, 0.064, -0.032], [-0.079, 0.031, 0.186], [0.085, -0.022, 0.093], [0.005, 0.010, -0.228], [0.020, -1.162, -0.287], [-1.067, 3.773, -0.592], [-0.407, -0.405, 0.604], [-0.985, 1.884, -2.104], [0.647, -1.577, -0.016], [-0.287, 0.348, 0.036], [0.348, -1.147, 0.126], [-0.423, 1.314, -0.192], [0.146, -0.339, 0.482], [-0.271, 1.684, -0.553], [0.155, -2.967, 1.022], [-0.894, 0.198, -0.963], [-0.296, 0.592, -0.598], [-1.136, -0.825, -1.184], [-0.110, 0.061, 0.185], [0.027, -0.027, -0.059], [0.031, 0.023, -0.003], [-0.038, -0.087, -0.035], [-0.042, -0.104, -0.063], [0.354, 0.103, -0.376], [-0.353, -0.637, 0.587], [2.186, 0.077, -1.954], [-0.270, 0.701, 0.484], [0.383, -0.115, -0.387], [0.440, 0.201, -0.260], [-0.069, 0.238, 0.001], [-0.334, -0.033, 0.163], [-0.250, 0.028, 0.263], [0.412, -0.229, -0.188], [-0.077, -0.212, 0.044]], "mulliken_spin": [1.70, -0.02, 0.08, -0.01, 0.04, 0.05, -0.05, 0.05, 0.05, -0.02, 0.06, 0.01, 0.00, 0.00, 0.00, -0.01, 0.02, 0.00, 0.00, 0.01, 0.00, 0.01, 0.00, 0.00, 0.00, 0.00, 0.01, 0.00, 0.03, 0.01, -0.03, 0.01, 0.00, 0.00, 0.00, 0.00, 0.00, 0.00, -0.03, 0.00, -0.01, 0.00, 0.00, 0.00, 0.00, 0.00, 0.01, 0.11, -0.18, 0.06, 0.00, -0.02, 0.00, 0.08, 0.00, -0.02, 0.00]}

=====

(4)
{"formula": "C21H15Cl2CrO3PmSb", "method": "ωB97M-V/def2-TZVPD", "e_tot_ha": -3846.722821, "charge": 4, "spin_multiplicity": 8, "gap_ev": [5.2, 4.0], "homo_energy_ha": [-0.70463, -0.70262], "lumo_energy_ev": [-14.0, -15.1], "max_force_ev_per_a": 8.27, "species": ["Pm", "Cr", "Cl", "Cl", "C", "C", "C", "O", "O", "O", "C", "C", "C", "C", "C", "C", "Sb", "C", "C", "C", "C", "C", "C", "C", "C", "C", "C", "C", "C", "H", "H", "H", "H", "H", "H", "H", "H", "H", "H", "H", "H", "H", "H", "H"], "xyz": [[-1.72650, -0.96439, -3.56144], [-0.91136, 1.02920, 0.95273], [-1.67341, -2.92908, -2.01246], [-0.78376, 0.91868, -1.36640], [0.76529, 1.62698, 1.48064], [-0.08656, -2.15697, -4.87058], [0.03771, 0.36347, -4.63924], [1.88586, 1.93610, 1.63538], [0.80883, -2.60514, -5.45606], [0.89924, 0.89870, -5.20084], [3.27657, -1.04208, 4.62395], [2.95570, -2.15380, 3.83253], [1.73034, -2.20362, 3.15247], [0.83903, -1.13408, 3.25322], [1.13481, -0.03678, 4.06228], [2.35431, 0.00302, 4.75264], [-0.96485, -1.27535, 2.00683], [-1.86726, -2.75203, 3.41633], [-2.66682, -3.74341, 2.83641], [-3.15609, -4.79524, 3.62967], [-2.84849, -4.85114, 4.99731], [-2.05834, -3.84803, 5.57156], [-1.56030, -2.79826, 4.77922], [-2.16915, 0.86173, 2.54844], [-2.47258, 0.67646, 3.89292], [-2.77464, 1.81035, 4.66689], [-2.93521, 3.06839, 4.07360], [-2.81391, 3.22182, 2.68782], [-2.41516, 2.11090, 1.91494], [4.23794, -0.98943, 5.13994], [3.66241, -2.97899, 3.73940], [1.49116, -3.07546, 2.53866], [0.43788, 0.79724, 4.16904], [2.58806, 0.86978, 5.37681], [-2.89908, -3.71154, 1.76836], [-3.77361, -5.57618, 3.18052], [-3.22068, -5.67552, 5.61077], [-1.81932, -3.88112, 6.63638], [-0.92240, -2.03940, 5.24022], [-2.46910, -0.30777, 4.36834], [-2.90077, 1.70810, 5.74564], [-3.17994, 3.93186, 4.69738], [-3.00311, 4.18789, 2.21902], [-2.31844, 2.18882, 0.79015]], "forces_ev_per_angstrom": [[-2.171, -0.208, 2.961], [-2.031, -0.667, -1.297], [0.111, 1.022, -0.847], [-0.221, -0.581, -1.105], [7.964, 1.973, 1.050], [5.654, -3.574, -3.894], [5.536, 3.911, -3.449], [-5.626, -1.355, -0.640], [-4.505, 2.124, 2.920], [-4.262, -2.567, 2.803], [-0.310, -0.085, -0.175], [-0.143, 0.173, 0.041], [0.319, -0.202, 0.008], [-0.629, 0.097, -0.320], [0.181, 0.155, 0.195], [-0.090, 0.018, -0.100], [0.956, -0.979, 2.023], [-0.986, 0.000, -2.578], [1.313, 1.971, -0.381], [-0.468, -1.054, 0.441], [0.697, 0.581, 1.286], [-1.117, -1.731, 0.404], [0.543, 0.501, 0.158], [0.027, -0.243, -0.069], [-0.142, 0.681, 0.691], [-0.281, -0.461, -0.282], [0.053, 0.062, -0.475], [0.032, -0.033, -0.082], [0.052, -0.126, 1.143], [-0.339, -0.052, -0.165], [-0.219, 0.212, 0.015], [0.162, 0.162, 0.136], [0.159, -0.186, -0.009], [-0.076, -0.330, -0.197], [-0.030, -0.077, 0.397], [0.105, 0.209, 0.123], [0.116, 0.282, -0.208], [-0.055, -0.016, -0.301], [-0.093, -0.188, -0.151], [0.251, 0.429, -0.096], [-0.016, 0.002, -0.283], [0.090, -0.265, -0.257], [0.001, -0.263, 0.104], [-0.511, 0.679, 0.463]], "mulliken_spin": [4.05, 2.25, -0.04, 0.01, -0.10, 0.00, -0.01, 0.07, 0.00, 0.00, 0.01, -0.01, 0.00, 0.03, 0.00, 0.01, -0.19, 0.07, 0.21, 0.26, 0.06, 0.12, 0.17, 0.04, -0.01, 0.00, -0.01, 0.02, -0.11, 0.00, 0.00, 0.00, 0.00, 0.00, 0.02, 0.00, 0.01, 0.00, 0.03, 0.03, 0.00, 0.00, 0.00, 0.02]}